C50H53ClFN3O3OsP3 | ωB97M-V with the def2-TZVPD basis set

Last column: Mulliken spin population.
Atoms and positions in Å:
Os1 -1.17 -0.13 0.17  2.228
C1 -3.69 -1.70 -1.76  -0.001
P1 -1.87 -1.55 -1.64  0.248
C2 -1.58 -3.29 -1.11  -0.050
N1 -1.71 -4.26 -1.96  0.001
C3 -1.61 -5.54 -1.58  0.001
C4 -1.70 -6.60 -2.50  -0.001
C5 -1.57 -7.89 -2.05  0.001
C6 -1.37 -8.17 -0.68  0.001
C7 -1.31 -7.16 0.24  0.000
C8 -1.41 -5.83 -0.19  0.001
N2 -1.32 -4.80 0.67  0.000
C9 -1.36 -3.56 0.27  -0.019
P2 -1.29 -2.18 1.49  0.191
C10 -2.90 -2.44 2.31  -0.022
C11 0.03 -2.69 2.75  -0.013
C12 1.36 -2.67 1.98  0.015
C13 -0.19 -4.06 3.39  0.003
C14 -0.01 -1.64 3.86  -0.002
C15 -1.25 -1.38 -3.42  -0.032
C16 -1.58 -2.55 -4.34  0.004
C17 -1.94 -0.13 -3.98  0.009
C18 0.27 -1.23 -3.28  0.020
H1 -3.92 -2.57 -2.37  0.002
H2 -4.14 -0.82 -2.21  -0.004
H3 -4.12 -1.84 -0.77  -0.008
H4 -1.86 -6.38 -3.55  0.000
H5 -1.63 -8.71 -2.75  0.000
H6 -1.28 -9.20 -0.36  0.000
H7 -1.18 -7.36 1.30  0.000
H8 -2.95 -3.47 2.67  0.001
H9 -3.71 -2.27 1.61  0.007
H10 -3.02 -1.76 3.15  -0.002
H11 1.43 -3.51 1.30  0.002
H12 2.20 -2.73 2.68  -0.002
H13 1.47 -1.75 1.40  -0.001
H14 -0.36 -4.83 2.66  0.000
H15 -1.02 -4.04 4.10  0.000
H16 0.72 -4.32 3.94  0.002
H17 0.18 -0.64 3.48  0.007
H18 0.75 -1.88 4.61  0.001
H19 -0.97 -1.65 4.38  0.000
H20 -2.65 -2.78 -4.36  0.000
H21 -1.03 -3.44 -4.08  0.001
H22 -1.29 -2.25 -5.35  0.001
H23 -2.99 -0.34 -4.22  0.000
H24 -1.46 0.16 -4.91  0.001
H25 -1.92 0.72 -3.30  0.002
H26 0.72 -2.18 -3.00  0.003
H27 0.55 -0.50 -2.52  -0.009
H28 0.71 -0.92 -4.23  0.000
C19 7.21 2.11 0.01  0.027
C20 6.29 3.05 0.79  -0.038
C21 6.95 3.68 2.01  0.005
C22 7.32 2.60 3.02  -0.005
C23 6.14 1.74 3.34  0.086
C24 6.08 1.02 4.51  -0.046
C25 4.95 0.29 4.82  0.132
F1 4.91 -0.40 5.94  0.030
C26 3.83 0.27 3.99  0.068
C27 3.87 0.96 2.79  -0.050
C28 2.69 0.91 1.91  0.093
O1 1.63 0.41 2.27  0.173
C29 2.91 1.50 0.60  0.139
C30 4.07 2.18 0.34  -0.109
N3 5.08 2.31 1.22  0.249
C31 5.03 1.68 2.44  0.142
C32 1.90 1.43 -0.57  0.045
O2 2.21 2.15 -1.49  0.083
O3 0.91 0.61 -0.52  0.096
H29 8.12 2.64 -0.26  0.000
H30 6.73 1.78 -0.91  0.000
H31 7.48 1.23 0.59  0.000
H32 5.95 3.84 0.13  0.007
H33 6.27 4.39 2.47  0.001
H34 7.84 4.22 1.69  0.000
H35 7.71 3.05 3.94  0.004
H36 8.13 1.97 2.63  0.013
H37 6.92 1.03 5.20  0.002
H38 2.95 -0.29 4.27  0.016
H39 4.19 2.65 -0.63  -0.006
Cl1 -1.43 1.13 2.19  0.033
C33 -2.20 2.67 1.91  0.025
C34 -2.58 3.44 2.99  0.008
C35 -3.25 4.62 2.76  -0.003
C36 -3.59 4.99 1.46  0.004
C37 -3.23 4.19 0.39  0.002
C38 -2.48 3.03 0.60  -0.009
P3 -1.99 1.97 -0.82  0.185
C39 -3.66 1.82 -1.51  -0.023
C40 -4.07 2.36 -2.72  -0.001
C41 -5.40 2.23 -3.11  0.000
C42 -6.31 1.56 -2.31  0.003
C43 -5.90 1.03 -1.09  0.021
C44 -4.58 1.16 -0.69  0.039
C45 -1.05 3.07 -1.93  0.020
C46 -0.93 4.44 -1.67  0.002
C47 -0.28 5.26 -2.57  0.001
C48 0.27 4.74 -3.74  0.002
C49 0.20 3.38 -3.97  -0.001
C50 -0.42 2.54 -3.06  -0.007
H40 -2.36 3.12 4.00  0.002
H41 -3.55 5.24 3.59  0.000
H42 -4.15 5.90 1.28  0.000
H43 -3.53 4.46 -0.61  0.001
H44 -3.37 2.90 -3.35  0.001
H45 -5.73 2.67 -4.05  0.000
H46 -7.34 1.47 -2.62  0.000
H47 -6.61 0.51 -0.46  0.000
H48 -4.26 0.76 0.27  -0.059
H49 -1.33 4.87 -0.77  0.001
H50 -0.21 6.32 -2.36  0.000
H51 0.78 5.39 -4.43  0.000
H52 0.66 2.95 -4.85  0.000
H53 -0.40 1.48 -3.23  0.007

Computed properties:
* E_LUMO (spin up / spin down): -7.58 / -10.49 eV
* energy: -108873.7176 eV
* total charge: +3
* HOMO-LUMO gap (spin up / spin down): 7.783 / 4.868 eV
* multiplicity: 5

---

C7H12 | ωB97M-V with the def2-TZVPD basis set

Last column: Mulliken charge in e.
Atoms and positions in Å:
C1 -3.05 0.18 0.29  -1.277
C2 -1.81 -0.21 -0.49  -0.403
C3 -0.69 0.82 -0.38  -0.561
C4 0.53 0.41 -1.23  -0.681
C5 1.72 0.15 -0.44  -0.329
C6 2.59 -0.23 0.31  0.750
C7 3.52 -0.80 1.27  -1.269
H1 -2.84 0.30 1.36  0.324
H2 -3.46 1.13 -0.08  0.329
H3 -3.84 -0.58 0.20  0.343
H4 -1.42 -1.18 -0.13  0.307
H5 -2.06 -0.37 -1.55  0.315
H6 -0.39 0.92 0.67  0.346
H7 -1.09 1.80 -0.67  0.314
H8 0.33 -0.55 -1.72  0.281
H9 0.74 1.11 -2.04  0.335
H10 4.15 -0.11 1.83  0.311
H11 4.15 -1.52 0.75  0.279
H12 2.92 -1.29 2.03  0.285

Computed properties:
* E_LUMO: 1.07 eV
* energy: -7451.9135 eV
* energy relative to the best compared isomer or geometry (same formula, charge and spin): 35.0 kcal per mole
* HOMO-LUMO gap: 10.334 eV